Model 1:
The following is a quantum chemistry calculation of C36H34F7N5O5PSSr as an isolated structure, from the Open Molecules 2025 dataset.

Positions of all 90 atoms, in Å:
Sr -0.387 2.260 -2.352
C 3.144 2.615 -0.075
C 2.593 3.428 -1.135
C 2.090 4.553 -0.567
C 2.330 4.474 0.883
C 2.973 3.292 1.157
H 3.595 1.643 -0.211
H 2.599 3.179 -2.186
H 1.609 5.369 -1.084
H 2.049 5.232 1.600
H 3.291 2.936 2.124
O -3.046 0.552 -4.952
S -3.137 0.179 -3.561
O -4.343 -0.524 -3.170
N -2.749 1.362 -2.568
C -3.605 2.460 -2.443
C -4.817 2.561 -3.108
C -5.674 3.664 -2.971
C -5.364 4.707 -2.154
C -4.148 4.664 -1.441
C -3.777 5.713 -0.572
C -2.603 5.669 0.117
C -1.767 4.557 -0.081
N -2.085 3.564 -0.874
C -3.257 3.566 -1.573
C -1.830 -1.051 -3.283
C -2.170 -2.388 -3.903
C -0.947 -3.203 -4.153
C -0.303 -3.490 -3.025
C -1.085 -3.036 -1.809
C -2.202 -2.204 -2.403
H -5.122 1.767 -3.774
H -6.597 3.668 -3.538
H -6.014 5.565 -2.042
H -4.450 6.557 -0.470
H -2.300 6.465 0.784
H -0.812 4.483 0.430
H -3.064 -2.469 -4.504
H -0.603 -3.451 -5.147
H 0.652 -3.996 -2.966
H -1.242 -1.983 -0.016
H -3.142 -2.111 -1.879
C -0.666 -4.879 1.143
C 0.452 -4.414 0.210
N 0.579 -2.974 0.091
C -0.419 -2.225 -0.711
C 0.209 -0.937 -1.170
C 0.367 -0.393 -2.465
O -0.519 -0.607 -3.493
O 1.219 0.467 -2.738
C 0.615 -0.103 -0.098
O 0.682 1.140 -0.091
C 0.991 -0.842 1.150
C 1.448 -0.098 2.222
C 1.990 -0.725 3.319
F 2.480 0.018 4.350
C 2.072 -2.103 3.376
C 1.605 -2.861 2.305
C 1.063 -2.257 1.163
N 2.613 -2.802 4.500
C 3.928 -3.397 4.354
C 3.905 -4.744 5.101
N 2.752 -4.686 6.068
C 2.767 -3.394 6.831
C 2.422 -2.267 5.834
H -0.676 -5.968 1.222
H -1.641 -4.563 0.773
H -0.549 -4.459 2.144
H 0.298 -4.822 -0.788
H 1.414 -4.815 0.536
H -1.550 -3.913 -1.345
H 1.410 0.983 2.145
H 1.642 -3.936 2.407
H 4.720 -2.751 4.756
H 4.140 -3.563 3.301
H 4.806 -4.934 5.680
H 3.717 -5.586 4.437
H 2.748 -5.495 6.686
H 1.900 -4.687 5.500
H 3.771 -3.294 7.240
H 2.058 -3.465 7.651
H 3.051 -1.402 6.061
H 1.383 -1.960 5.938
F 0.357 4.548 -3.063
P 0.076 4.742 -4.723
F -0.210 4.841 -6.276
F 0.516 6.267 -4.599
F 1.591 4.279 -4.963
F -0.368 3.131 -4.726
F -1.441 5.105 -4.350

- Multiplicity: 2
- Gap between HOMO and LUMO: 0.17833 hartree
- LUMO level: -1.8 eV
- <S²>: 0.766

Taken from the Mulliken analysis, the atomic charges in e are: 1.99 -0.46 -0.62 -0.25 -0.76 -0.54 0.42 0.73 0.56 0.45 0.55 -0.74 0.94 -0.75 0.11 0.51 -0.45 -1.02 -0.96 1.47 -0.72 -1.00 -0.38 -0.12 -0.32 0.57 -0.12 -1.28 -0.73 0.13 -1.29 0.48 0.39 0.36 0.40 0.42 0.54 0.58 0.42 0.38 -0.08 0.68 -1.18 -1.05 0.10 0.80 1.26 -1.92 -0.34 -0.62 0.96 -0.68 -0.04 -0.42 0.32 -0.38 -1.60 -0.16 0.02 0.51 -0.60 -0.76 -0.15 -0.68 -0.65 0.38 0.32 0.34 0.53 0.58 0.77 0.71 0.43 0.34 0.45 0.38 0.41 0.31 0.37 0.34 0.37 0.43 0.49 -0.61 1.39 -0.34 -0.37 -0.36 -0.55 -0.35

Model 2:
The following is a quantum chemistry calculation of C36H34F7N5O5PSSr as an isolated structure, from the Open Molecules 2025 dataset.

Positions of all 90 atoms, in Å:
Sr 0.535 -1.982 1.464
C 3.292 -2.746 3.782
C 2.746 -3.773 4.653
C 2.605 -4.904 3.919
C 3.050 -4.611 2.553
C 3.462 -3.290 2.497
H 3.515 -1.737 4.093
H 2.495 -3.628 5.691
H 2.225 -5.855 4.258
H 3.052 -5.311 1.730
H 3.836 -2.769 1.629
O -0.847 0.155 0.822
S -2.104 -0.160 1.516
O -2.517 0.750 2.552
N -1.920 -1.660 1.901
C -2.861 -2.563 2.307
C -4.199 -2.314 2.534
C -5.083 -3.356 2.875
C -4.651 -4.645 2.994
C -3.281 -4.940 2.789
C -2.768 -6.252 2.892
C -1.440 -6.477 2.679
C -0.612 -5.375 2.381
N -1.045 -4.145 2.289
C -2.376 -3.908 2.464
C -3.357 -0.092 0.246
C -3.200 -0.902 -0.871
C -4.169 -0.885 -1.861
C -5.284 -0.064 -1.731
C -5.430 0.743 -0.612
C -4.463 0.728 0.385
H -4.588 -1.308 2.464
H -6.126 -3.114 3.040
H -5.328 -5.451 3.247
H -3.443 -7.064 3.134
H -1.008 -7.466 2.734
H 0.449 -5.531 2.218
H -2.329 -1.541 -0.957
H -4.058 -1.523 -2.728
H -6.043 -0.063 -2.504
H -6.302 1.377 -0.509
H -4.556 1.338 1.274
C 2.953 5.516 1.072
C 1.641 4.764 1.238
N 1.788 3.330 1.017
C 1.894 2.506 2.099
C 2.030 1.159 2.068
C 1.931 0.413 3.408
O 2.443 0.975 4.376
O 1.300 -0.678 3.373
C 2.209 0.549 0.782
O 2.462 -0.651 0.590
C 2.037 1.418 -0.388
C 2.009 0.812 -1.645
C 1.774 1.581 -2.747
F 1.678 1.001 -3.966
C 1.599 2.964 -2.653
C 1.637 3.567 -1.409
C 1.818 2.794 -0.252
N 1.360 3.772 -3.800
C 1.904 3.404 -5.093
C 1.845 4.661 -5.988
N 1.708 5.848 -5.081
C 0.345 5.865 -4.439
C 0.077 4.435 -3.931
H 2.810 6.581 1.254
H 3.362 5.388 0.068
H 3.693 5.145 1.780
H 0.870 5.146 0.566
H 1.251 4.893 2.246
H 1.836 2.996 3.063
H 2.128 -0.263 -1.717
H 1.530 4.642 -1.352
H 1.355 2.602 -5.593
H 2.932 3.071 -4.963
H 0.970 4.669 -6.635
H 2.736 4.786 -6.598
H 1.901 6.724 -5.563
H 2.384 5.722 -4.323
H -0.365 6.190 -5.197
H 0.382 6.601 -3.638
H -0.581 3.904 -4.630
H -0.429 4.464 -2.970
F 1.377 -3.836 -0.040
P 0.703 -3.884 -1.561
F -0.074 -2.475 -1.136
F 0.012 -3.840 -3.000
F 1.499 -5.226 -1.877
F 1.933 -2.986 -2.093
F -0.532 -4.710 -0.953

- Multiplicity: 2
- Gap between HOMO and LUMO: 0.18215 hartree
- LUMO level: -1.8 eV
- <S²>: 0.766

Taken from the Mulliken analysis, the atomic charges in e are: 2.17 -0.30 -0.73 -0.43 -0.26 -0.71 0.57 0.44 0.48 0.46 0.57 -0.44 0.99 -0.84 0.35 -0.63 -0.58 -0.86 -0.93 1.20 -0.75 -1.25 -0.23 0.26 0.11 -0.10 -0.66 -0.83 -0.37 -0.68 -0.11 0.46 0.38 0.37 0.40 0.43 0.59 0.60 0.45 0.38 0.39 0.49 -1.06 -1.03 0.29 -0.12 0.64 -0.12 -0.79 -0.60 0.99 -0.93 0.47 -0.79 0.46 -0.35 -1.75 -0.68 0.27 0.40 -0.70 -0.67 -0.16 -0.74 -0.66 0.40 0.29 0.34 0.42 0.47 0.51 0.77 0.54 0.43 0.48 0.34 0.37 0.31 0.37 0.37 0.41 0.33 0.50 -0.58 1.50 -0.29 -0.38 -0.37 -0.42 -0.38

Result of the stability comparison: model 2 is the most stable of them.